A cluster of 9 separate species, C43H52N8O7 in total. Source: the Open Molecules 2025 dataset; level of theory: wB97M-V/def2-TZVPD.

Its frontier orbital gap is 6.924 eV. Its HOMO energy is -8.21 eV. Its LUMO energy is -1.29 eV. The maximum force is 2.00 eV/Å. Its SMILES is CC(=O)OC(=O)CC1=C(C[C@@H](C)O)C(=O)OC1=O.c1cc[nH]c1.c1cc[nH]c1.c1cc[nH]c1.c1cc[nH]c1.c1cc[nH]c1.c1cc[nH]c1.c1cc[nH]c1.c1cc[nH]c1.

The geometry in XYZ format:
```
110
Properties=species:S:1:pos:R:3:forces:R:3
C -0.503005 -3.664797 1.027567 0.0 0.2 0.1
C -0.557178 -2.354807 0.295653 -0.1 0.1 -0.1
O 0.112491 -1.375789 0.476666 -0.1 -0.4 -0.2
O -1.538836 -2.363403 -0.695705 0.2 -0.4 0.5
C -1.265161 -1.582850 -1.816328 -0.7 0.7 1.0
O -0.671437 -2.052588 -2.709681 0.8 -0.4 -1.2
C -1.799814 -0.172711 -1.793924 -0.2 0.3 0.0
C -2.548077 0.276856 -0.573971 -0.6 -0.3 0.2
C -3.653208 -0.180664 0.048156 0.0 0.2 -0.4
C -4.510149 -1.373825 -0.332776 0.2 0.0 -0.1
C -6.043190 -1.299073 -0.118087 -0.1 0.1 0.0
C -6.722250 -2.418575 -0.915044 0.2 -0.1 0.2
O -6.422738 -1.491773 1.240503 0.4 0.1 -0.2
C -3.900418 0.763146 1.205108 0.3 -0.1 0.0
O -4.673153 0.702050 2.108176 -0.3 -0.1 -0.2
O -2.970921 1.794215 1.146004 -0.2 -0.4 0.1
C -2.035483 1.435634 0.201828 -1.2 -1.1 0.1
O -0.967571 1.907245 0.143456 1.5 1.3 -0.2
H 0.365956 -3.659504 1.695292 -0.3 0.0 -0.2
H -0.436532 -4.484821 0.301345 0.0 0.2 0.2
H -1.428758 -3.800202 1.609524 0.3 0.0 -0.2
H -2.430559 -0.034984 -2.688454 0.2 -0.1 0.2
H -0.913633 0.468907 -1.929030 -0.3 -0.1 0.0
H -4.145871 -2.276957 0.189703 -0.1 0.3 -0.1
H -4.328794 -1.548265 -1.408853 0.0 0.0 0.4
H -6.419487 -0.324286 -0.488263 0.1 -0.2 0.2
H -6.657619 -2.241330 -1.995865 -0.1 0.0 0.3
H -6.231258 -3.380743 -0.692011 -0.2 0.3 -0.1
H -7.773688 -2.506663 -0.607205 0.3 0.1 -0.2
H -5.989269 -0.821689 1.794630 -0.1 -0.1 -0.2
N 2.649829 0.602499 -1.765252 0.1 -0.1 0.0
C 3.288365 1.142685 -2.849260 0.1 0.0 0.1
C 2.849251 2.435044 -2.988981 -0.1 0.0 0.0
C 1.901136 2.673069 -1.953604 0.0 0.0 -0.1
C 1.803641 1.524753 -1.215001 0.0 -0.1 0.0
H 2.772526 -0.336803 -1.427301 -0.1 0.0 0.0
H 3.992067 0.568122 -3.429046 0.0 0.0 0.0
H 3.171766 3.128890 -3.748149 0.0 0.0 0.0
H 1.362965 3.586714 -1.763301 0.0 0.0 0.0
H 1.211936 1.289700 -0.348721 0.0 0.0 0.0
N -2.887622 -6.017256 -2.145314 0.0 0.0 0.1
C -3.172626 -7.046626 -3.001930 0.0 0.1 0.0
C -2.783820 -6.655859 -4.256607 0.0 0.0 0.0
C -2.237599 -5.345418 -4.148422 0.0 -0.1 0.0
C -2.316982 -4.982970 -2.831234 0.0 0.0 0.0
H -3.049590 -6.001383 -1.155570 0.0 0.0 0.0
H -3.621214 -7.961134 -2.652652 0.0 0.0 0.0
H -2.873354 -7.246325 -5.153062 0.0 0.0 0.0
H -1.826601 -4.744424 -4.942192 0.0 0.0 0.0
H -2.006843 -4.095165 -2.311381 0.0 0.0 -0.1
N -0.668680 4.528815 3.867167 -0.1 0.1 0.0
C -0.650723 5.004223 5.153663 0.1 -0.1 0.0
C -1.484125 4.216575 5.901238 -0.1 0.0 0.0
C -2.040847 3.241499 5.030565 0.0 0.0 0.0
C -1.522118 3.461746 3.782830 0.1 0.0 0.0
H -0.144473 4.898304 3.094045 0.0 0.0 0.0
H -0.047222 5.845738 5.447828 0.0 0.0 0.0
H -1.680935 4.333307 6.953846 0.0 0.0 0.0
H -2.746457 2.469497 5.289241 0.0 0.0 0.0
H -1.688914 2.955864 2.848052 0.0 0.0 0.0
N 1.266290 8.081152 4.208133 0.0 0.0 0.0
C 0.624107 9.275839 4.392129 0.0 0.0 0.0
C 1.578239 10.233515 4.606908 0.0 0.0 0.0
C 2.845256 9.589414 4.549485 0.0 0.0 0.0
C 2.618583 8.262195 4.300280 0.0 0.0 0.0
H 0.811376 7.206710 4.024380 0.0 0.0 0.0
H -0.449851 9.340990 4.355137 0.0 0.0 0.0
H 1.390372 11.278868 4.786575 0.0 0.0 0.0
H 3.811134 10.049256 4.676944 0.0 0.0 0.0
H 3.295682 7.435660 4.177850 0.0 0.0 0.0
N 4.894849 4.735193 0.881143 0.0 0.0 0.0
C 4.873466 5.091859 2.200980 0.0 0.0 0.0
C 3.985445 4.268408 2.842236 0.0 0.0 0.0
C 3.451040 3.381813 1.865880 0.0 0.0 0.0
C 4.034987 3.693979 0.666079 0.0 0.0 0.0
H 5.458028 5.172384 0.174827 0.0 0.0 0.0
H 5.490709 5.893137 2.569886 0.0 0.0 0.0
H 3.749898 4.290199 3.894132 0.0 0.0 0.0
H 2.726589 2.600467 2.028424 0.0 0.0 0.0
H 3.909499 3.261442 -0.311629 0.0 0.0 0.0
N -2.849038 -6.975702 1.395654 0.0 0.1 -0.1
C -1.604147 -7.425075 1.747101 0.0 0.0 0.0
C -1.265656 -6.825569 2.930146 0.0 0.0 0.0
C -2.347716 -5.981003 3.305552 0.0 0.0 0.0
C -3.310639 -6.095000 2.339049 0.0 0.0 0.0
H -3.355944 -7.260920 0.578057 0.0 -0.2 0.1
H -1.070640 -8.126975 1.129458 0.0 0.0 0.0
H -0.346301 -6.977354 3.470489 0.0 0.0 0.0
H -2.413221 -5.366387 4.187897 0.0 0.0 0.0
H -4.277747 -5.630867 2.244373 0.0 0.0 0.0
N 5.392336 -1.754717 -1.109631 0.0 0.1 -0.1
C 4.772358 -1.997349 0.086156 -0.1 0.0 0.0
C 5.223955 -3.201618 0.554960 0.0 0.0 0.0
C 6.157145 -3.701543 -0.394720 0.0 0.0 0.0
C 6.239234 -2.786198 -1.409754 0.0 0.0 0.0
H 5.256231 -0.938474 -1.678650 0.1 0.0 0.1
H 4.072218 -1.293720 0.505742 0.0 0.0 0.0
H 4.925236 -3.669336 1.478087 0.0 0.0 0.0
H 6.706588 -4.626108 -0.336548 0.0 0.0 0.0
H 6.824952 -2.780884 -2.312802 0.0 0.0 0.0
N 1.706117 0.479908 -5.701602 -0.1 0.0 0.0
C 1.722208 1.249003 -6.830763 0.0 0.0 0.0
C 1.906274 0.416893 -7.904216 0.0 0.0 0.0
C 2.003671 -0.908088 -7.399009 0.0 0.0 0.0
C 1.874587 -0.834213 -6.036408 0.0 0.0 0.0
H 1.599067 0.830057 -4.764339 0.1 0.0 0.0
H 1.602282 2.317681 -6.776463 0.0 0.0 0.0
H 1.964387 0.722893 -8.935478 0.0 0.0 0.0
H 2.149065 -1.810105 -7.969721 0.0 0.0 0.0
H 1.884310 -1.603147 -5.282302 0.0 0.0 0.0
```
Forces are in eV/Å.

=====

A cluster of 2 separate species, C5H6F2 in total. Source: the Open Molecules 2025 dataset; level of theory: wB97M-V/def2-TZVPD.

Its energy above the lowest of the compared OMol25 structures with the same formula, charge and spin is 185.39 kJ/mol. Its frontier orbital gap is 10.492 eV. Its HOMO energy is -9.59 eV. Its LUMO energy is 0.90 eV. The maximum force is 3.12 eV/Å. Its SMILES is C=C(F)F.C=C=C.

The geometry in XYZ format:
```
13
Properties=species:S:1:pos:R:3:forces:R:3
C -1.410472 0.933103 1.306868 -0.2 -1.0 0.7
C -0.126714 1.166022 1.279210 1.9 0.5 0.1
C -0.552681 -1.297095 -1.134731 -2.3 -1.5 1.5
C 1.164940 1.475247 1.153702 -0.9 0.2 -1.6
C 0.653622 -1.311142 -1.568677 3.0 -0.3 -0.7
F 1.768543 -1.676054 -0.916675 -0.9 0.2 -0.2
F 1.000093 -0.982424 -2.809139 0.0 0.2 0.3
H -2.051990 1.355374 2.113461 0.4 0.0 -1.1
H -1.757525 0.054566 0.715022 0.0 0.9 0.6
H -1.298176 -1.055306 -1.877067 -0.2 0.1 0.2
H -0.832736 -1.843350 -0.187436 0.5 1.2 -1.1
H 1.396572 2.071631 0.203542 -0.2 -0.5 1.7
H 2.046523 1.109428 1.721919 -1.1 0.1 -0.3
```
Forces are in eV/Å.

=====

A cluster of 2 separate species, C3H10N2O3 in total. Source: the Open Molecules 2025 dataset; level of theory: wB97M-V/def2-TZVPD.

Its energy above the lowest of the compared OMol25 structures with the same formula, charge and spin is 101.61 kJ/mol. Its frontier orbital gap is 9.706 eV. Its HOMO energy is -9.11 eV. Its LUMO energy is 0.59 eV. The maximum force is 1.92 eV/Å. Its SMILES is NCC(=O)NCO.O.

The geometry in XYZ format:
```
18
Properties=species:S:1:pos:R:3:forces:R:3
O 1.420236 -0.980016 -1.003371 -0.2 0.2 -0.4
C 0.347402 -0.738862 -0.476695 0.1 -0.5 1.2
N 0.393280 -0.338243 0.862576 0.3 0.3 -0.1
C -0.520822 0.253285 1.805490 -1.2 0.8 -1.2
O -1.275376 1.369647 1.282491 0.4 -0.5 -0.1
C -0.953303 -1.040005 -1.265756 0.8 0.9 0.9
N -2.240120 -0.712480 -0.746966 -0.5 -0.3 -0.1
H 1.343014 -0.097954 1.106544 0.1 -0.2 -0.3
H -1.281581 -0.448659 2.119603 0.0 -0.1 0.3
H 0.047025 0.666709 2.625900 0.3 -0.5 0.4
H -0.611511 1.966081 0.920456 -0.1 0.2 0.0
H -0.770624 -0.430848 -2.148082 -0.2 -0.5 -0.5
H -0.877309 -2.111219 -1.448226 0.0 0.1 -0.5
H -2.488184 0.261705 -0.747414 0.2 0.1 0.2
H -2.478681 -1.155433 0.122872 0.0 0.0 0.1
H 2.230823 1.934706 -1.264202 0.0 0.2 0.5
H 2.946020 0.807066 -0.651969 0.0 -0.3 0.3
O 2.585963 1.665429 -0.400448 -0.1 0.1 -0.7
```
Forces are in eV/Å.

=====

A cluster of 2 separate species, C6H10FO2P in total. Source: the Open Molecules 2025 dataset; level of theory: wB97M-V/def2-TZVPD.

Its frontier orbital gap (spin up / spin down) is 5.857 / 8.431 eV. Its HOMO energy (spin up / spin down) is -4.96 / -9.98 eV. Its multiplicity is 3. Its LUMO energy (spin up / spin down) is 0.89 / -1.55 eV. The maximum force is 7.77 eV/Å.

The geometry in XYZ format:
```
20
Properties=species:S:1:pos:R:3:forces:R:3
C 2.258647 -1.445425 1.107839 -1.4 0.8 0.7
C 2.744477 -2.157141 0.276143 -0.6 1.1 1.4
C 0.056377 0.411554 -0.402950 -2.2 -5.0 1.7
C -3.407613 0.155824 0.488732 2.7 2.9 0.1
C -2.145486 -0.305330 -0.262473 -2.0 -2.6 3.4
C 0.873546 1.493748 -0.485544 5.0 5.9 -0.8
O 0.372842 -0.719162 -1.102719 0.2 0.2 -0.2
O -1.171252 0.586057 0.091549 0.8 1.4 -1.2
F 0.618633 2.595276 0.354720 0.1 -2.0 -0.7
P 2.687865 1.148050 -0.863277 -0.8 2.0 -0.5
H 1.576379 -0.787750 1.696695 1.3 -0.9 -0.6
H 1.359962 -0.920889 -1.109409 -1.5 0.6 0.3
H 3.134972 -2.778704 -0.432788 0.9 -1.2 -1.3
H -4.052677 -0.609692 0.647351 -2.1 -2.3 0.4
H -2.953141 0.481197 1.441933 -0.8 -0.1 0.0
H -3.926012 1.048531 0.082341 0.4 -0.6 -0.1
H -2.378588 -0.497650 -1.254444 0.4 0.2 -2.3
H -1.846074 -1.307414 0.204399 -0.5 0.9 -0.7
H 3.054798 2.574324 -0.930298 -0.3 -1.1 0.0
H 3.142339 1.034602 0.452197 0.2 -0.1 0.5
```
Forces are in eV/Å.